1.
C26H78O13S13 | wB97M-V/def2-TZVPD

Geometry as ORCA input:
```
! wB97M-V def2-TZVPD RIJCOSX def2/J DEFGRID3
* xyz 1 2
C 20.34642 -12.84349 24.78579
S 20.43416 -14.40325 25.79569
O 21.42786 -15.38743 25.19016
C 21.30176 -13.61736 27.23184
H 20.26169 -12.97914 23.70759
H 21.21430 -12.18432 24.80538
H 19.43351 -12.33319 25.09285
H 21.09416 -12.56787 27.44055
H 22.37836 -13.53453 27.08300
H 20.99024 -14.19384 28.10289
C 20.77869 -14.45033 20.78262
S 19.19184 -14.37497 19.90111
O 19.27448 -13.21743 18.89840
C 19.63116 -15.89811 18.86216
H 20.92810 -13.61416 21.46571
H 21.70120 -14.56247 20.21297
H 20.71135 -15.31287 21.44564
H 18.81789 -16.32860 18.27789
H 19.94499 -16.65502 19.58097
H 20.29806 -15.70295 18.02235
C 23.53300 -17.85468 27.21747
S 24.86006 -18.14051 25.98532
O 25.88235 -17.04221 26.25471
C 25.69674 -19.71600 26.54006
H 22.83427 -18.68309 27.10087
H 23.12708 -16.84582 27.14317
H 23.97731 -17.83441 28.21260
H 25.85847 -19.72853 27.61793
H 26.68260 -19.70428 26.07525
H 25.18806 -20.62982 26.23301
C 22.26853 -18.23502 22.92451
S 22.10172 -19.91810 23.73559
O 20.74030 -20.14256 24.39103
C 22.13637 -20.97632 22.20791
H 23.29250 -18.31630 22.55985
H 22.12061 -17.61341 23.80758
H 21.60536 -17.99155 22.09445
H 22.41754 -22.00676 22.42524
H 22.78367 -20.62504 21.40436
H 21.11929 -20.97689 21.81589
C 21.81348 -12.65309 16.85940
S 23.56184 -12.48665 17.38802
O 24.23685 -11.32444 16.69122
C 23.49763 -12.07135 19.17155
H 21.37638 -13.51154 17.36940
H 21.68752 -12.65992 15.77672
H 21.38981 -11.79954 17.38859
H 24.21231 -12.65249 19.75431
H 22.52262 -12.42961 19.50187
H 23.54574 -10.99044 19.30356
C 22.04415 -9.24756 25.09479
S 22.93399 -10.06122 23.68446
O 21.94900 -11.08707 23.02417
C 22.81725 -8.64378 22.63425
H 20.99375 -9.12618 24.83021
H 22.52993 -8.34174 25.45757
H 21.97819 -9.93536 25.93782
H 23.45483 -7.82646 22.97127
H 21.83171 -8.18140 22.68917
H 23.12158 -8.67299 21.58801
C 30.43713 -19.68069 24.48288
S 30.46894 -17.79410 24.57522
O 30.50561 -17.20949 23.14513
C 28.72669 -17.73551 25.16273
H 29.66324 -19.87152 23.73939
H 30.21038 -20.21026 25.40821
H 31.37286 -20.00672 24.02875
H 28.21303 -16.77625 25.22656
H 28.61632 -18.36481 26.04585
H 28.07558 -18.29652 24.49233
C 26.31165 -11.10836 28.80841
S 27.26343 -11.85787 27.43361
O 27.82283 -13.19099 27.88163
C 25.86675 -12.41831 26.43794
H 25.73184 -10.22868 28.52899
H 27.01005 -10.89540 29.61772
H 25.64700 -11.88163 29.19363
H 25.08337 -11.69752 26.20367
H 25.44971 -13.31984 26.88675
H 26.26888 -12.81604 25.50617
C 26.83591 -21.88587 23.14964
S 25.44117 -20.87555 22.54677
O 25.98743 -19.44575 22.56487
C 25.50404 -21.48247 20.80850
H 26.39279 -22.88173 23.15120
H 27.06997 -21.61829 24.18004
H 27.70612 -21.79881 22.49907
H 26.52693 -21.38656 20.44436
H 24.75625 -20.90568 20.26423
H 25.20991 -22.53200 20.81505
C 27.85260 -12.52972 22.81883
S 27.37550 -10.71800 23.10832
O 28.68343 -9.95720 23.06825
C 26.52371 -10.42493 21.50615
H 26.91304 -13.05601 22.65046
H 28.25855 -12.88352 23.76653
H 28.57302 -12.53010 22.00085
H 26.03865 -11.36706 21.25080
H 27.28780 -10.34321 20.73312
H 25.79424 -9.61913 21.42442
C 23.46451 -13.73569 22.76695
S 24.42973 -15.02428 21.87638
O 25.37757 -14.32479 20.90719
C 25.28942 -15.79180 23.30746
H 24.17101 -13.29725 23.47175
H 22.69235 -14.18988 23.38790
H 23.14464 -12.99982 22.02921
H 26.28356 -15.38062 23.48279
H 25.58327 -16.77136 22.93036
H 24.78878 -15.84981 24.27393
C 28.40852 -18.78709 20.30796
S 29.29134 -17.17493 20.13180
O 29.07767 -16.80455 18.63470
C 28.19991 -16.15209 21.13181
H 27.40361 -18.63415 19.91443
H 28.37191 -18.98707 21.37883
H 28.93880 -19.52517 19.70616
H 28.53797 -15.13202 20.94940
H 28.21882 -16.41047 22.19057
H 27.22381 -16.35906 20.69307
C 29.29467 -12.43464 17.27883
S 28.77441 -12.26275 19.03743
O 29.03454 -10.83254 19.46393
C 27.00831 -12.36439 18.62273
H 29.01121 -13.45427 17.01784
H 30.36372 -12.25910 17.15869
H 28.90764 -11.72812 16.54456
H 26.59906 -11.39262 18.34655
H 26.54024 -12.66668 19.55954
H 26.68540 -13.15425 17.94453
*
```

As for the expectation value of S²: 0.76. For the energy, the calculation gives -7191.1370 hartree. The HOMO-LUMO gap (alpha / beta) is 6.897 / 2.400 eV.

Atomic partial charges in e from the Löwdin method, atoms 1 to 8:
1 C -0.261
2 S 0.883
3 O -0.597
4 C -0.244
5 H 0.029
6 H 0.007
7 H 0.055
8 H 0.044



2.
C20H53FO7Zn | wB97M-V/def2-TZVPD

Geometry as ORCA input:
```
! wB97M-V def2-TZVPD RIJCOSX def2/J DEFGRID3
* xyz 0 1
Zn -1.53714 -1.42702 0.77129
F -0.10887 -0.18662 0.23975
C -0.03524 -0.01734 3.60508
C -0.20579 -1.53820 3.57475
O -1.18756 -1.98250 2.69797
H 0.45985 0.28839 2.68154
H 0.56952 0.25075 4.47748
H -0.97660 0.51503 3.74428
H -0.47815 -1.76898 4.61677
H 0.72866 -2.07151 3.35495
C 0.25988 3.50100 2.36594
C -0.27724 3.45595 0.91623
C 0.84876 3.35876 -0.09470
O -1.09612 2.29189 0.81788
H -0.51095 3.45178 3.13002
H 1.00368 4.28560 2.51396
H 0.85633 2.58592 2.45325
H -0.89348 4.33876 0.74102
H 1.75244 3.93542 0.11266
H 0.51897 3.59755 -1.10426
H 1.22141 2.33211 -0.02530
H -0.54799 1.50691 0.60552
C -4.06396 1.02720 3.26913
C -4.14026 0.40379 1.88423
C -4.84058 1.35586 0.91587
O -2.79726 0.24563 1.41036
H -5.02716 1.15432 3.76987
H -3.54789 1.98451 3.33658
H -3.54318 0.30485 3.90295
H -4.69435 -0.53442 1.85413
H -4.29888 2.30569 0.93689
H -5.85225 1.57881 1.26472
H -4.92626 1.04575 -0.12669
H -2.43463 1.14637 1.33133
C 0.77344 1.08818 -3.14047
C 1.73890 -0.04524 -2.81697
C 3.03221 0.01404 -3.62092
O 2.11889 0.03799 -1.45565
H 0.47930 1.14842 -4.19017
H 1.26716 2.03265 -2.90121
H -0.12749 1.07568 -2.52190
H 1.28360 -1.02725 -3.00593
H 2.85748 -0.24131 -4.66963
H 3.73797 -0.74207 -3.27209
H 3.55175 0.97239 -3.60157
H 1.29904 -0.03980 -0.92811
C 1.91406 -3.14002 0.05302
C 0.67728 -3.09550 -0.87353
C 0.66226 -4.24221 -1.86392
O -0.47966 -3.07233 -0.04522
H 2.77200 -2.64114 -0.40713
H 2.33377 -4.15274 0.11547
H 1.79957 -2.79340 1.07721
H 0.70202 -2.13793 -1.39429
H 1.50283 -4.11499 -2.54655
H -0.26652 -4.25871 -2.43692
H 0.74621 -5.21701 -1.37790
H -0.47809 -3.93774 0.38873
C 4.53336 1.84744 0.17913
C 4.64728 0.49700 0.84475
C 3.57589 0.27893 1.94060
O 4.50664 -0.56564 -0.08164
H 3.56245 2.01764 -0.28668
H 5.30582 1.85156 -0.59257
H 4.66492 2.67299 0.88104
H 5.61445 0.42527 1.34782
H 2.57787 0.50341 1.54879
H 3.68976 1.00701 2.75206
H 3.54974 -0.71324 2.38652
H 3.68220 -0.37849 -0.56857
C -2.81776 -2.41542 -2.99372
C -2.32164 -1.14360 -2.32959
C -3.01720 0.12215 -2.88250
O -2.76271 -1.20003 -0.96081
H -2.32381 -3.19883 -2.41266
H -2.48667 -2.54673 -4.02446
H -3.89852 -2.53598 -2.94040
H -1.24782 -0.97130 -2.37182
H -2.75152 0.97218 -2.25224
H -4.09499 -0.03365 -2.92218
H -2.57245 0.35987 -3.85136
H -3.71095 -1.04454 -0.91929
*
```

For the energy, the calculation gives -3199.7192 hartree. The HOMO-LUMO gap is 7.646 eV.

Atomic partial charges in e from the Löwdin method, atoms 1 to 8:
1 Zn 0.770
2 F -0.398
3 C -0.105
4 C -0.434
5 O -0.351
6 H 0.031
7 H 0.071
8 H 0.058



3.
CH25O11 | wB97M-V/def2-TZVPD

Geometry as ORCA input:
```
! wB97M-V def2-TZVPD RIJCOSX def2/J DEFGRID3
* xyz 1 1
O 1.72171 -3.77153 0.57724
H 2.23226 -3.25617 1.28680
H 1.94542 -3.40948 -0.29977
H 1.87161 -4.73809 0.62061
O 2.53381 0.90801 -1.38049
H 3.30347 1.37673 -1.00558
H 2.66797 -0.04656 -1.30357
H 1.66571 1.18197 -0.92740
C -0.50074 -0.47482 0.03439
O -0.04391 0.81420 -0.21449
H -1.18591 -0.95164 -0.67940
H 0.35013 -1.18162 0.14141
H -1.07150 -0.50371 0.96766
O 2.28686 0.75827 1.41168
H 1.35343 1.06099 1.34153
H 2.72831 1.42716 1.95362
O -0.08791 1.78077 -3.16561
H 0.02457 1.34914 -2.30707
H -0.40934 1.08709 -3.75274
O -3.01788 -1.91921 2.11285
H -2.44611 -2.64922 2.36877
H -2.41639 -1.21470 1.84977
O -3.68488 -1.49264 -2.02352
H -4.13765 -1.96058 -1.31443
H -3.71019 -0.55321 -1.75945
O 2.68425 -1.84128 2.23119
H 3.63645 -1.89947 2.38357
H 2.52425 -0.88124 2.02456
O 0.78109 3.46179 -0.50981
H 0.32630 2.61331 -0.39743
H 0.07806 4.11678 -0.56461
O -3.03677 1.13566 -1.53731
H -2.15083 1.51883 -1.49960
H -3.58636 1.82074 -1.93390
O -1.45012 2.22750 1.77545
H -0.95698 1.90657 0.99198
H -0.82220 2.19965 2.50310
*
```

The calculation puts the energy above the lowest of the compared OMol25 structures with the same formula, charge and spin at 1.076 eV. For the energy, the calculation gives -880.3385 hartree. The HOMO-LUMO gap is 7.107 eV.

Atomic partial charges in e from the natural (NBO) method, atoms 1 to 8:
1 O -0.776
2 H 0.582
3 H 0.560
4 H 0.569
5 O -0.773
6 H 0.560
7 H 0.540
8 H 0.591



4.
C28H44N10O4 | wB97M-V/def2-TZVPD

Geometry as ORCA input:
```
! wB97M-V def2-TZVPD RIJCOSX def2/J DEFGRID3
* xyz 0 1
C 1.05707 -4.82765 -1.63076
C 1.38390 -3.41130 -1.47173
C 0.14523 -2.40439 -1.55532
O 0.50750 -0.99871 -1.41814
C -0.71714 -0.26142 -1.42787
O -0.91988 0.70433 -0.64790
O -1.76911 -0.53659 -2.36206
C -2.90655 -1.18243 -1.66975
C -3.06610 -2.70942 -2.20479
C -4.59050 -3.24670 -2.07876
O -4.55753 -4.63147 -1.64961
C -4.39151 -4.72594 -0.20776
H 1.22065 -5.28651 -2.66811
H 0.59650 -5.43356 -0.76656
H 2.47238 -3.09033 -1.32718
H -0.39218 -2.64754 -2.54331
H -0.56406 -2.66087 -0.68735
H -3.85133 -0.56690 -1.84854
H -2.66325 -1.20850 -0.55678
H -2.73725 -2.79929 -3.30710
H -2.36182 -3.41320 -1.62206
H -5.22990 -2.57343 -1.40476
H -5.04478 -3.21852 -3.13744
H -3.42209 -5.26458 0.09771
H -5.26287 -5.30009 0.25479
H -4.35497 -3.66738 0.25563
C 1.24851 2.87081 0.43800
C 2.51798 3.31023 1.02360
N 3.51612 3.65559 1.48273
H 1.28464 2.87865 -0.65367
H 0.99292 1.85452 0.74528
H 0.42142 3.51826 0.73992
C -0.97980 6.68384 -0.94277
C -1.15352 6.00591 0.34424
N -1.29005 5.47383 1.35576
H -0.34420 7.56727 -0.84833
H -0.51624 6.02737 -1.68280
H -1.93611 7.01386 -1.35472
C -3.06140 5.72407 4.07094
C -4.12114 6.38651 4.83608
N -4.95386 6.90707 5.43728
H -2.13488 5.64920 4.64508
H -3.34698 4.70905 3.78401
H -2.82872 6.26599 3.15289
C 2.08774 5.08198 4.67465
C 0.83720 5.83480 4.79680
N -0.14614 6.42695 4.89292
H 1.92166 4.08850 4.25101
H 2.80407 5.59328 4.02823
H 2.56873 4.94433 5.64440
C 1.25602 -7.88313 -5.65084
C 0.79669 -6.59642 -5.12308
N 0.43370 -5.58473 -4.71077
H 0.63074 -8.22498 -6.47763
H 2.28169 -7.82272 -6.02279
H 1.23465 -8.66212 -4.88594
C 4.81732 -7.37162 -1.97286
C 3.42594 -7.25061 -2.41462
N 2.33213 -7.15552 -2.76020
H 5.13447 -6.49621 -1.40122
H 4.96089 -8.24619 -1.33431
H 5.50004 -7.47176 -2.81970
C 1.39554 8.58548 7.65028
C 2.32897 7.49368 7.36441
N 3.06134 6.63484 7.13975
H 0.36214 8.23244 7.67797
H 1.60646 9.05135 8.61565
H 1.45083 9.36942 6.89172
C -0.57592 -1.72600 2.82591
C 0.38012 -2.80424 2.55884
N 1.13157 -3.65034 2.34907
H -1.60358 -2.09640 2.84540
H -0.38419 -1.24917 3.78984
H -0.52567 -0.94612 2.06158
C 4.95163 6.67296 1.75801
C 4.97339 8.11365 1.48969
N 4.99049 9.24492 1.27861
H 5.67880 6.39554 2.52457
H 3.97110 6.34366 2.10754
H 5.18739 6.09329 0.86312
C -2.29855 -6.22638 -7.34735
C -1.97381 -7.62294 -7.04727
N -1.71847 -8.72142 -6.81106
H -1.40637 -5.65542 -7.61446
H -2.99757 -6.14770 -8.18326
H -2.75832 -5.72862 -6.49064
*
```

As for the SMILES: C=CCOC(=O)OCCCOC.CC#N.CC#N.CC#N.CC#N.CC#N.CC#N.CC#N.CC#N.CC#N.CC#N. For the energy, the calculation gives -1941.4763 hartree. The HOMO-LUMO gap is 7.019 eV.

Atomic partial charges in e from the Löwdin method, atoms 1 to 8:
1 C -0.047
2 C -0.100
3 C -0.186
4 O -0.009
5 C -0.417
6 O 0.075
7 O -0.057
8 C -0.140